ORCA calculation (ωB97M-V/def2-TZVPD) on the ion C6H16NS with charge +1 in a non-equilibrium geometry.

For the total energy, the calculation gives -18799.153 eV. Its lowest unoccupied orbital energy is -3.5 eV. Its total charge is +1. The energy above the lowest of the compared OMol25 structures with the same formula, charge and spin is 145.4 kJ/mol. The value obtained for the largest force on an atom is 1.269 eV/Å. The calculation puts the molecular weight at 134.27 g/mol.

The geometry in XYZ format:
```
24
C6H16NS ωB97M-V/def2-TZVPD
C 2.395 -1.511 0.604
C 2.695 -0.238 -0.180
C 1.444 0.448 -0.694
C 0.781 1.343 0.340
N -0.441 2.011 -0.228
S -1.918 1.374 0.194
C -2.180 -0.291 -0.457
C -3.532 -0.756 0.109
H 3.308 -2.072 0.741
H 1.966 -1.284 1.575
H 1.712 -2.128 0.026
H 3.272 -0.540 -1.049
H 3.334 0.437 0.382
H 1.697 1.081 -1.542
H 0.722 -0.301 -1.015
H 1.446 2.156 0.602
H 0.526 0.816 1.253
H -0.356 2.033 -1.242
H -1.714 1.099 1.494
H -1.376 -0.943 -0.139
H -2.226 -0.230 -1.537
H -3.650 -1.821 -0.015
H -3.587 -0.486 1.160
H -4.319 -0.196 -0.383
```